Record 1
The following is a DFT calculation (ωB97M-V/def2-TZVPD) of a cluster of 2 separate species, C4H9NS in total.

As for the energy above the lowest of the compared OMol25 structures with the same formula, charge and spin: 404.3 kJ/mol. For the gap between HOMO and LUMO, the calculation gives 8.2 eV. The total energy is -610.59970 Eh. Its SMILES is [NH3+][S-].C#CCC. The value obtained for the largest force on an atom is 3.91 eV Å⁻¹.

Structure (ORCA input):
```
! RIJCOSX wB97M-V def2-TZVPD def2/J DEFGRID3
* xyz 0 1
N 2.191 0.587 0.848
S 2.739 -0.211 -0.831
H 1.360 1.000 0.642
H 1.947 -0.225 1.363
H 2.945 1.277 1.022
C -0.318 1.743 -0.887
C -0.992 0.749 -0.868
C -1.640 -0.575 -0.744
C -1.101 -1.230 0.528
H -0.130 2.752 -1.207
H -1.400 -1.156 -1.578
H -2.810 -0.435 -0.829
H -1.482 -2.307 0.713
H -1.394 -0.683 1.482
H 0.084 -1.286 0.345
*
```

=====

Record 2
The following is a DFT calculation (ωB97M-V/def2-TZVPD) of a structure of composition C4H9NiO4.

For the gap between HOMO and LUMO (alpha / beta), the calculation gives 9.2 / 5.2 eV. The total energy is -1966.83751 Eh. The value obtained for the largest force on an atom is 5.98 eV Å⁻¹.

Structure (ORCA input):
```
! RIJCOSX wB97M-V def2-TZVPD def2/J DEFGRID3
* xyz 0 4
C 1.070 -2.039 1.818
O 1.260 -1.666 0.483
H 1.758 -2.855 2.068
H 1.243 -1.158 2.459
H 0.027 -2.350 1.989
O -1.009 2.926 -1.941
O -1.830 -0.325 -1.231
C -1.160 -1.045 -0.340
C 0.383 -0.419 -0.113
O -0.051 1.758 -0.229
C 0.154 2.774 -1.197
Ni -1.800 1.526 -0.995
H -0.966 -2.086 -0.648
H -1.560 -1.005 0.692
H 0.815 -0.413 -1.124
H 0.244 0.162 0.813
H 0.403 3.718 -0.662
H 1.018 2.495 -1.841
*
```

=====

Record 3
The following is a DFT calculation (ωB97M-V/def2-TZVPD) of the ion C4H9O with charge -2.

As for the energy above the lowest of the compared OMol25 structures with the same formula, charge and spin: 68.8 kJ/mol. For the gap between HOMO and LUMO (alpha / beta), the calculation gives 2.8 / 6.3 eV. The total energy is -232.82354 Eh. The value obtained for the largest force on an atom is 3.29 eV Å⁻¹.

Structure (ORCA input):
```
! RIJCOSX wB97M-V def2-TZVPD def2/J DEFGRID3
* xyz -2 2
C 0.601 0.827 1.432
O 0.873 1.961 2.036
C -0.461 0.964 -0.025
C 0.069 -0.047 -1.031
C -0.273 -1.498 -0.565
H 1.485 0.347 0.954
H -0.056 0.090 1.901
H -0.254 2.001 -0.292
H -1.482 0.842 0.309
H 1.159 -0.001 -1.079
H -0.404 0.080 -2.024
H 0.608 -2.003 -0.185
H -0.672 -2.061 -1.442
H -1.195 -1.504 0.011
*
```

=====

Record 4
The following is a DFT calculation (ωB97M-V/def2-TZVPD) of a cluster of 2 separate species, C4H9O in total.

As for the energy above the lowest of the compared OMol25 structures with the same formula, charge and spin: 167.1 kJ/mol. For the gap between HOMO and LUMO, the calculation gives 8.6 eV. The total energy is -232.64399 Eh. The value obtained for the largest force on an atom is 4.89 eV Å⁻¹.

Structure (ORCA input):
```
! RIJCOSX wB97M-V def2-TZVPD def2/J DEFGRID3
* xyz 1 1
C -2.818 0.062 0.953
C 1.359 0.582 -1.239
C 1.210 -0.549 -0.319
C 0.671 -0.327 0.930
O -1.748 -0.566 0.675
H -3.781 -0.320 0.760
H -2.817 1.057 1.326
H 2.335 0.578 -1.790
H 1.160 1.612 -0.904
H 0.723 0.579 -2.078
H 2.167 -1.070 -0.166
H 0.691 -1.222 -1.006
H 0.358 -1.117 1.547
H 0.490 0.701 1.313
*
```